A.
This record from OMol25 describes 5 unconnected molecules or ions with the total composition CH11NO6. The level of theory is ωB97M-V/def2-TZVPD.

Results
E_HOMO	-0.366	Ha
SMILES	NC(=O)O.O.O.O.O

Each line ends with the Mulliken charge.
Geometry (Å):
N (0.275, -1.218, 2.420)  -0.26
C (-0.995, -1.428, 1.911)  0.57
O (-1.186, -0.921, 0.668)  -0.60
O (-1.894, -2.039, 2.584)  -0.64
H (0.454, -1.612, 3.297)  0.21
H (1.136, -0.857, 1.938)  0.22
H (-0.511, -0.933, -0.071)  0.49
H (0.345, 0.366, -3.548)  0.31
H (-0.416, -0.939, -3.438)  0.30
O (0.352, -0.498, -3.144)  -0.64
H (0.955, 2.803, -1.041)  0.30
H (0.419, 1.464, -0.806)  0.36
O (1.079, 1.917, -1.264)  -0.66
H (0.909, -0.933, -1.409)  0.37
H (1.497, 0.152, -0.664)  0.33
O (1.050, -0.741, -0.520)  -0.62
H (-1.063, 1.014, 1.324)  0.35
H (-1.627, 2.452, 0.811)  0.31
O (-0.778, 1.952, 0.950)  -0.69


B.
This record from OMol25 describes 5 unconnected molecules or ions with the total composition CH11NO6. The level of theory is ωB97M-V/def2-TZVPD.

Results
E_HOMO	-0.391	Ha
SMILES	NC(=O)O.O.O.O.O

Each line ends with the Mulliken charge.
Geometry (Å):
N (1.591, 0.072, 1.497)  -0.43
C (1.673, -0.419, 0.262)  0.61
O (1.516, 0.553, -0.747)  -0.46
O (1.943, -1.498, -0.148)  -0.59
H (1.532, -0.650, 2.306)  0.28
H (0.874, 0.825, 1.588)  0.32
H (1.417, 1.487, -0.573)  0.30
H (-0.723, 2.173, -1.429)  0.36
H (-0.326, 1.159, -2.726)  0.32
O (-0.717, 2.029, -2.400)  -0.65
H (-2.429, -1.027, 1.223)  0.29
H (-1.345, -1.407, 0.278)  0.43
O (-1.532, -0.964, 1.130)  -0.68
H (-1.146, 2.467, 0.969)  0.27
H (-1.172, 0.862, 0.520)  0.41
O (-0.673, 1.760, 0.521)  -0.73
H (-0.025, -3.059, -0.189)  0.36
H (0.053, -1.986, -1.326)  0.28
O (-0.510, -2.373, -0.755)  -0.68


Quick one: most stable of them? B


A.
This record from OMol25 describes 2 unconnected molecules or ions with the total composition C4H14NS2. The level of theory is ωB97M-V/def2-TZVPD.

Results
E_HOMO	-0.397	Ha
total charge	+1

Each line ends with the Mulliken charge.
Geometry (Å):
S (-1.149, -1.766, -0.424)  -0.07
S (1.456, -1.656, -1.885)  -0.06
C (-2.292, -3.126, -0.116)  -0.82
C (0.543, -1.038, -3.309)  -0.79
C (0.193, -2.722, -1.179)  -0.62
H (-1.860, -3.874, 0.570)  0.29
H (-2.582, -3.632, -1.052)  0.28
H (-3.198, -2.703, 0.350)  0.30
H (0.253, -1.856, -3.990)  0.27
H (-0.368, -0.494, -3.007)  0.28
H (1.203, -0.343, -3.855)  0.31
H (0.695, -3.351, -0.419)  0.35
H (-0.216, -3.396, -1.956)  0.31
C (0.596, 4.375, 2.309)  -0.73
N (1.240, 3.103, 2.763)  -0.35
H (1.322, 4.996, 1.757)  0.32
H (0.228, 4.950, 3.175)  0.33
H (-0.257, 4.157, 1.644)  0.32
H (1.588, 2.557, 1.949)  0.37
H (2.044, 3.303, 3.390)  0.37
H (0.559, 2.514, 3.284)  0.37


B.
This record from OMol25 describes 2 unconnected molecules or ions with the total composition C4H14NS2. The level of theory is ωB97M-V/def2-TZVPD.

Results
E_HOMO	-0.436	Ha
total charge	+1

Each line ends with the Mulliken charge.
Geometry (Å):
C (2.243, -2.813, 0.640)  -1.07
C (0.870, -2.728, 1.291)  -0.36
N (0.520, -1.272, 1.512)  -0.17
H (2.538, -3.864, 0.618)  0.34
H (2.276, -2.440, -0.380)  0.33
H (2.962, -2.315, 1.291)  0.36
H (0.068, -3.143, 0.701)  0.34
H (0.927, -3.174, 2.281)  0.35
H (1.177, -0.852, 2.161)  0.38
H (-0.382, -1.166, 1.973)  0.39
H (0.471, -0.674, 0.644)  -0.03
C (-1.004, -0.907, -1.990)  -1.13
C (-1.121, 0.602, -1.753)  -0.35
S (0.101, 1.188, -0.562)  -0.12
S (-0.992, 2.630, 0.480)  -0.14
H (-1.169, -1.470, -1.067)  0.27
H (-0.050, -1.200, -2.420)  0.33
H (-1.815, -1.178, -2.665)  0.37
H (-2.117, 0.826, -1.375)  0.43
H (-0.949, 1.109, -2.699)  0.34
H (-0.034, 2.866, 1.393)  0.17


Quick one: most stable of them? B


A.
This record from OMol25 describes C7H9NO in the gas phase. The level of theory is ωB97M-V/def2-TZVPD.

Results
E_HOMO	-0.314	Ha
SMILES	C/N=C/CC(C)=C=C=O

Each line ends with the Mulliken charge.
Geometry (Å):
C (-0.705, -2.237, 0.485)  -0.73
C (-0.733, -0.917, 0.323)  0.85
C (-0.422, -3.404, 0.883)  0.53
C (-0.167, -0.090, 1.348)  -0.49
C (0.890, 0.703, 0.514)  -0.11
C (-1.553, -0.385, -0.780)  -1.41
C (1.504, 2.365, -1.107)  -0.67
N (0.665, 1.817, -0.020)  -0.42
O (-0.248, -4.554, 1.126)  -0.52
H (-1.124, 0.472, 1.758)  0.21
H (0.237, -0.537, 2.232)  0.42
H (1.825, 0.125, 0.381)  0.38
H (-1.697, 0.639, -0.642)  0.48
H (-2.548, -0.884, -0.851)  0.34
H (-1.032, -0.493, -1.639)  0.36
H (1.444, 3.454, -0.938)  0.27
H (2.637, 2.038, -1.072)  0.25
H (1.028, 1.889, -2.002)  0.26


B.
This record from OMol25 describes C7H9NO in the gas phase. The level of theory is ωB97M-V/def2-TZVPD.

Results
E_HOMO	-0.310	Ha
SMILES	O=CNC1=C[C@H]2C[C@@H]1C2

Each line ends with the Mulliken charge.
Geometry (Å):
C (0.710, -2.464, -0.921)  0.13
C (-0.551, -0.122, -0.260)  -0.06
C (-1.568, 0.706, -0.152)  -0.35
C (-1.116, 1.885, 0.485)  -0.21
C (-0.307, 1.415, 1.840)  -0.61
C (0.548, 0.563, 0.590)  -0.17
C (0.482, 1.836, -0.071)  -0.69
H (0.012, -3.597, -1.049)  0.22
H (-1.274, -1.699, -0.835)  0.28
H (-2.655, 0.721, -0.618)  0.25
H (-1.590, 2.902, 0.509)  0.40
H (0.539, 1.995, 2.055)  0.33
H (-0.808, 1.020, 2.926)  0.24
H (1.530, -0.060, 0.881)  0.30
H (0.572, 1.769, -1.155)  0.29
H (1.121, 2.537, 0.412)  0.33
N (-0.352, -1.570, -0.577)  -0.15
O (1.977, -2.189, -1.019)  -0.52


Quick one: most stable of them? A


A.
This record from OMol25 describes 2 unconnected molecules or ions with the total composition CH4N4. The level of theory is ωB97M-V/def2-TZVPD.

Results
E_HOMO (spin up / spin down)	-0.285 / -0.286	Ha

Each line ends with the Mulliken charge.
Geometry (Å):
C (0.423, 0.573, -0.417)  -0.51
N (-3.779, 0.536, -0.396)  -0.17
N (-3.154, 0.039, 0.338)  0.13
N (-0.429, -0.298, 0.210)  0.24
N (-0.440, -1.645, 0.073)  -0.79
H (0.124, 1.534, -0.038)  0.24
H (1.235, 0.226, -0.949)  0.33
H (-1.238, 0.038, 0.815)  0.35
H (-1.116, -1.906, 0.700)  0.18


B.
This record from OMol25 describes a molecular structure, CH4N4. The level of theory is ωB97M-V/def2-TZVPD.

Results
E_HOMO	-0.316	Ha

Each line ends with the Mulliken charge.
Geometry (Å):
C (-0.050, -0.417, 0.113)  0.53
N (-1.016, -1.249, -0.001)  -0.54
N (-0.803, 0.793, 0.068)  -0.31
N (-1.965, -0.149, 0.166)  -0.20
N (1.294, -0.652, 0.168)  -0.41
H (-0.963, 1.467, 0.690)  0.23
H (-2.578, 0.092, -0.700)  0.25
H (1.633, -1.527, -0.272)  0.24
H (1.900, 0.110, 0.212)  0.21


Quick one: most stable of them? A